Below is a molecular structure, C29H50BrNOP2Pd, with properties calculated with ωB97M-V/def2-TZVPD.

```
! wB97M-V def2-TZVPD RIJCOSX def2/J DEFGRID3
* xyz 4 5
N 3.919 -3.512 -9.182
C 3.170 -4.282 -8.372
C 2.650 -3.839 -7.153
C 2.761 -2.468 -6.761
C 3.564 -1.650 -7.621
C 4.137 -2.239 -8.785
C 2.085 -1.942 -5.580
Pd 0.319 2.084 -1.632
P -1.586 2.925 -0.248
C 1.871 -0.646 -5.278
C 0.968 -0.321 -4.187
C 0.171 0.837 -4.111
C -0.828 1.013 -3.090
C -1.104 -0.120 -2.165
C -0.194 -1.183 -2.178
C 0.821 -1.260 -3.127
Br -2.482 -0.295 -0.842
H 1.680 -2.759 -4.936
H 2.270 0.185 -5.886
H 2.110 -4.572 -6.543
H 3.725 -0.593 -7.406
H 3.002 -5.302 -8.756
H 4.801 -1.628 -9.411
H 0.216 1.578 -4.918
H 1.502 -2.129 -3.093
H -1.624 1.756 -3.255
H -0.250 -1.989 -1.416
P 1.889 1.946 0.061
C -3.345 2.662 -0.839
C -4.520 3.556 -0.454
H -3.606 1.638 -0.505
H -3.266 2.597 -1.932
H -5.466 3.079 -0.783
H -4.559 3.623 0.631
H -4.444 4.572 -0.863
C -1.349 4.724 -0.617
C -2.084 5.806 0.170
H -1.605 4.766 -1.691
H -0.248 4.816 -0.515
H -1.821 6.794 -0.237
H -3.166 5.681 0.068
H -1.847 5.818 1.249
C -1.769 2.864 1.636
C -3.002 3.413 2.377
H -0.864 3.374 2.011
H -1.630 1.802 1.885
H -2.890 3.367 3.474
H -3.160 4.452 2.088
H -3.920 2.874 2.126
C 1.996 1.644 1.882
C 3.392 1.680 2.546
H 1.530 0.664 2.085
H 1.353 2.388 2.378
H 3.958 0.752 2.388
H 3.994 2.530 2.193
H 3.292 1.782 3.641
C 2.549 3.645 -0.195
C 2.814 3.907 -1.677
H 3.424 3.861 0.432
H 1.760 4.314 0.156
H 3.798 3.509 -1.955
H 2.058 3.420 -2.316
H 2.780 4.975 -1.911
C 3.010 0.712 -0.704
C 2.955 -0.713 -0.142
H 4.032 1.112 -0.674
H 2.684 0.683 -1.760
H 3.450 -1.393 -0.849
H 3.485 -0.824 0.813
H 1.931 -1.101 -0.016
C -0.701 -1.630 3.164
C 0.435 -2.314 2.426
O 0.184 -2.648 1.055
C -0.917 -3.508 0.726
C -0.436 -4.762 0.038
H -1.134 -0.837 2.542
H -0.333 -1.148 4.066
H -1.468 -2.368 3.413
H 1.316 -1.653 2.381
H 0.770 -3.197 2.996
H -1.520 -3.749 1.617
H -1.541 -2.938 0.019
H 0.088 -5.408 0.733
H -1.278 -5.340 -0.331
H 0.241 -4.538 -0.784
*
```

Calculated values
Lowest unoccupied orbital energy (spin up / spin down) = -11.26 / -14.94 eV
Molar mass = 677.00 g/mol
Energy above the lowest of the compared OMol25 structures with the same formula, charge and spin = 0.0 kcal per mole
Kohn-Sham gap (spin up / spin down) = 7.0367 / 4.1147 eV